{"formula": "C30H77MnN4O15S4", "method": "the ωB97M-V functional and the def2-TZVPD basis", "species": ["Mn", "N", "O", "O", "O", "C", "C", "N", "C", "C", "C", "C", "H", "H", "H", "H", "H", "H", "H", "H", "H", "H", "H", "H", "H", "H", "H", "C", "C", "N", "C", "C", "C", "C", "H", "H", "H", "H", "H", "H", "H", "H", "H", "H", "H", "H", "H", "H", "H", "C", "C", "N", "C", "C", "C", "C", "H", "H", "H", "H", "H", "H", "H", "H", "H", "H", "H", "H", "H", "H", "H", "O", "S", "O", "O", "C", "C", "C", "H", "H", "H", "H", "H", "H", "H", "H", "O", "S", "O", "O", "C", "C", "C", "H", "H", "H", "H", "H", "H", "H", "H", "O", "S", "O", "O", "C", "C", "C", "H", "H", "H", "H", "H", "H", "H", "H", "O", "S", "O", "O", "C", "C", "C", "H", "H", "H", "H", "H", "H", "H", "H"], "xyz": [[2.22869, 2.38952, -0.72611], [0.08878, 0.93876, -0.35182], [0.00308, 1.94234, -1.11449], [-0.73511, 0.03520, -0.35947], [1.09540, 0.90574, 0.40248], [-0.44204, -3.24849, -1.63294], [-1.24174, -2.86842, -2.87433], [-2.47505, -2.18358, -2.58701], [-3.36599, -2.81504, -1.60898], [-3.69068, -4.28003, -1.96176], [-3.10438, -1.64506, -3.78804], [-2.34446, -0.52701, -4.49937], [-0.05451, -2.38281, -1.08587], [0.40252, -3.87749, -1.92068], [-0.99412, -3.79332, -0.86619], [-0.62877, -2.31024, -3.58572], [-1.42438, -3.79732, -3.44423], [-3.00319, -2.61611, -0.59848], [-4.26473, -2.19059, -1.61084], [-4.40170, -4.39359, -2.77428], [-2.79472, -4.89299, -2.03138], [-4.15851, -4.72099, -1.07298], [-4.09856, -1.26353, -3.53779], [-3.36497, -2.49855, -4.43456], [-2.25956, 0.32999, -3.82788], [-2.91876, -0.15185, -5.34548], [-1.32187, -0.76590, -4.78798], [0.23064, -1.15768, 4.54460], [1.45261, -2.06164, 4.42119], [2.03307, -2.07864, 3.08854], [3.35163, -2.70507, 2.97969], [3.36433, -4.21275, 2.72808], [1.08865, -2.40730, 2.01599], [1.67107, -2.31455, 0.60774], [-0.12121, -1.06511, 5.57428], [-0.62883, -1.59136, 4.03235], [0.48875, -0.15319, 4.20822], [2.25050, -1.70367, 5.08133], [1.25672, -3.04497, 4.87836], [3.87429, -2.48966, 3.91400], [3.95522, -2.18581, 2.22816], [2.73564, -4.66667, 3.49552], [4.38285, -4.59483, 2.65914], [2.93379, -4.53164, 1.77673], [0.72884, -3.44402, 2.12256], [0.24549, -1.72859, 2.12380], [2.35874, -3.11323, 0.34489], [0.83484, -2.35272, -0.09477], [2.14219, -1.33674, 0.48254], [5.83504, 0.79209, 1.43959], [4.44698, 1.00516, 0.82744], [3.97556, 2.39638, 0.58095], [3.83087, 3.07614, 1.88518], [2.64259, 2.56604, 2.71390], [4.93886, 3.15052, -0.25592], [5.34363, 2.55791, -1.58226], [6.63153, 1.27795, 0.87557], [6.06579, -0.25939, 1.59779], [5.93920, 1.21750, 2.44270], [4.53289, 0.55007, -0.16462], [3.65660, 0.43327, 1.31087], [4.70435, 2.93775, 2.52254], [3.66591, 4.13746, 1.69420], [2.50925, 3.13291, 3.63646], [1.68691, 2.58687, 2.19569], [2.90737, 1.56576, 3.06323], [5.85723, 3.37180, 0.30253], [4.57736, 4.17700, -0.39819], [6.02409, 3.24785, -2.07922], [4.53255, 2.32573, -2.27719], [5.91826, 1.64810, -1.39968], [-4.72491, -2.93204, 2.42996], [-3.86141, -2.02950, 1.72570], [-4.37095, -1.18284, 0.66961], [-3.21561, -1.05723, 2.84961], [-2.55584, 0.10908, 2.36298], [-2.29951, 1.00542, 3.56387], [-2.41088, -2.94095, 1.21715], [-3.20748, 0.63705, 1.66861], [-1.59835, -0.08198, 1.86967], [-3.25495, 1.47398, 3.80173], [-1.56919, 1.78639, 3.34313], [-1.90369, 0.44221, 4.40528], [-1.86023, -3.38190, 2.04267], [-1.78475, -2.19637, 0.71801], [-2.69232, -3.70711, 0.49764], [1.47475, 6.63348, -0.15011], [0.73325, 5.43915, 0.06892], [1.40727, 4.12714, 0.16766], [-0.15901, 5.62366, 1.36582], [-0.75516, 4.39794, 1.89038], [-2.09461, 4.75668, 2.50067], [-0.54706, 5.24316, -1.20199], [-0.13152, 4.04132, 2.71291], [-0.90501, 3.56686, 1.20373], [-2.09851, 5.34054, 3.41704], [-2.60463, 3.81393, 2.69816], [-2.66031, 5.25952, 1.71366], [-0.07867, 5.24960, -2.18293], [-1.30967, 5.99967, -1.04034], [-1.02911, 4.27675, -1.06273], [-3.36098, 3.47210, -1.14762], [-3.55179, 2.28313, -0.35772], [-3.22357, 2.21043, 1.03501], [-5.14717, 1.89570, -0.42495], [-5.47591, 0.66678, 0.22641], [-6.98791, 0.59316, 0.32794], [-2.87539, 0.84288, -1.23160], [-5.06232, 0.62835, 1.23398], [-5.12924, -0.22166, -0.30596], [-7.34306, -0.34658, 0.76225], [-7.55634, 0.61436, -0.60414], [-7.42560, 1.35019, 0.98025], [-3.62778, 0.55780, -1.96681], [-2.73522, 0.02645, -0.52998], [-2.01433, 1.12102, -1.83122], [2.49991, 0.69473, -2.05439], [2.30057, 0.26768, -3.42599], [3.17251, 0.79563, -4.43393], [2.35770, -1.33221, -3.42381], [2.71752, -2.00169, -4.64020], [2.96917, -3.47787, -4.37309], [0.60059, 0.54310, -3.91142], [3.53732, -1.52666, -5.17606], [1.83945, -1.93174, -5.29399], [3.72173, -3.53843, -3.58424], [3.36822, -3.98869, -5.24621], [2.06357, -3.98590, -4.04817], [0.45708, 1.62175, -3.92957], [-0.04489, 0.12076, -3.13973], [0.44091, 0.05821, -4.86984]], "atomic_forces_ev_per_a": [[-0.56, -0.37, 0.76], [-0.49, -1.32, 0.35], [0.17, 0.27, -0.54], [2.00, 0.53, 0.32], [0.26, 0.14, 0.27], [0.08, 0.39, -0.14], [-0.15, -1.12, 0.05], [0.59, 1.60, 0.18], [-0.26, 0.57, -1.43], [-0.16, 0.20, 1.99], [-0.61, -0.81, 0.09], [-0.19, 0.16, 0.44], [-0.68, -0.08, -1.15], [0.08, 0.08, 0.06], [-0.24, -0.22, -0.34], [0.07, 0.39, 0.34], [-0.16, -0.16, 0.02], [-0.03, -0.45, -1.60], [-0.17, -0.34, -0.22], [0.31, -0.02, -0.26], [0.09, 0.07, -0.68], [-0.39, 0.02, -0.10], [0.13, 0.18, 0.31], [0.33, 0.19, -0.59], [-0.02, -0.05, 0.10], [0.12, -0.27, -0.22], [-0.43, -0.36, -0.31], [0.09, -0.36, 0.32], [0.64, 0.01, 0.76], [-0.10, 0.27, -0.69], [-0.05, 0.13, -0.05], [-0.37, 0.08, -0.19], [0.75, -0.59, 0.23], [-0.36, 0.79, 0.30], [0.35, -0.11, 0.14], [0.02, 0.31, -0.33], [-0.25, -0.02, -0.33], [-0.09, 0.35, -0.03], [-0.39, -0.29, -0.50], [-0.04, -0.14, 0.09], [-0.19, -0.01, -0.27], [0.49, -0.44, 0.14], [0.00, -0.10, 0.65], [-0.21, 0.39, -0.05], [-0.31, -0.02, 0.19], [-0.07, -0.02, -0.21], [0.12, 0.00, 0.12], [0.98, 0.07, 0.87], [0.16, -0.12, -0.11], [-0.07, 0.86, 1.09], [0.43, -0.98, -1.35], [0.62, -0.27, 0.22], [-1.35, 0.69, 0.63], [0.53, -0.39, 0.22], [0.69, 1.29, 0.38], [0.29, -0.50, 0.09], [-0.05, -0.27, -0.29], [-0.16, -0.10, -0.46], [-0.23, 0.04, 0.01], [-0.29, -0.06, -0.02], [0.06, 0.19, 0.35], [0.33, 0.22, -0.40], [0.31, 0.02, -0.07], [0.25, 0.32, -0.14], [0.11, -0.23, -0.14], [-0.54, -0.20, -0.15], [0.02, -0.42, 0.19], [-0.57, -0.20, -0.03], [-0.12, 0.09, -0.03], [-0.06, 0.02, 0.04], [-0.11, -0.09, -0.27], [0.29, 0.66, -0.51], [0.37, -0.65, 2.08], [2.20, -3.89, 1.81], [-0.50, -1.45, -0.70], [0.51, 0.94, 0.25], [-0.37, 0.01, -0.18], [0.29, 0.39, 0.13], [0.49, -0.96, 0.61], [-0.09, -0.64, -0.02], [0.15, 0.10, 0.44], [-0.09, -0.04, -0.21], [-0.20, -0.05, 0.07], [-0.35, 0.17, 0.39], [0.21, -0.18, 0.06], [0.01, -0.13, 0.63], [0.15, -0.64, 0.32], [-1.93, -0.10, -0.79], [0.34, 0.99, -0.08], [1.03, -0.75, -1.00], [-0.69, -0.10, 2.25], [-0.42, -0.26, -0.83], [0.44, -0.43, 0.73], [0.44, 0.04, -0.34], [0.26, 0.44, -0.62], [0.42, 0.18, -0.13], [-0.06, 0.09, 0.04], [-0.29, 0.10, 0.26], [0.02, 0.35, 0.02], [0.25, 0.30, -0.22], [0.09, -0.07, 0.14], [0.01, -0.47, 0.74], [-2.29, -1.54, -1.71], [0.70, 1.80, -0.43], [1.78, 1.48, -0.44], [-2.26, 0.52, -0.37], [-1.06, -0.17, 0.36], [-1.33, 0.73, -0.55], [-0.12, 0.52, -0.29], [-0.60, 1.89, -0.87], [0.59, -0.15, 0.17], [0.54, 0.34, -0.31], [0.25, 0.26, -0.08], [-0.35, 0.13, 0.19], [-0.13, 0.35, -0.32], [0.00, 0.10, 0.60], [0.03, -0.03, 0.15], [-0.52, -1.03, -1.89], [-0.20, -0.10, 0.64], [0.46, 1.44, 1.27], [-0.81, -0.88, -1.74], [0.35, 0.54, 0.77], [0.67, 0.07, 0.95], [0.16, 0.16, 0.49], [0.09, 0.12, -0.09], [-0.04, -0.26, 0.02], [-0.08, 0.20, -0.16], [-0.01, 0.02, 0.04], [-0.05, -0.01, -0.27], [0.10, -0.09, -0.06], [0.18, 0.21, -0.04]], "lowdin_spin": [4.7218, 0.0040, 0.0329, 0.0088, 0.0478, 0.0000, 0.0000, 0.0000, 0.0000, 0.0000, 0.0000, 0.0000, 0.0000, 0.0000, 0.0000, 0.0000, 0.0000, 0.0000, 0.0000, 0.0000, 0.0000, 0.0000, 0.0000, 0.0000, 0.0000, 0.0000, 0.0000, 0.0000, 0.0000, 0.0000, 0.0000, 0.0000, 0.0001, 0.0001, 0.0000, 0.0000, 0.0000, 0.0000, 0.0000, 0.0000, 0.0000, 0.0000, 0.0000, 0.0000, 0.0000, 0.0000, 0.0000, 0.0000, 0.0000, 0.0019, 0.0051, 0.0329, 0.0043, 0.0011, 0.0123, 0.0072, 0.0001, 0.0001, 0.0001, 0.0008, 0.0003, 0.0008, 0.0000, 0.0001, 0.0003, 0.0000, 0.0024, 0.0021, 0.0003, 0.0033, 0.0002, 0.0000, 0.0000, 0.0000, 0.0000, 0.0000, 0.0000, 0.0000, 0.0000, 0.0000, 0.0000, 0.0000, 0.0000, 0.0000, 0.0000, 0.0000, 0.0024, 0.0084, 0.0440, 0.0028, 0.0001, 0.0001, 0.0012, 0.0000, 0.0000, 0.0000, 0.0000, 0.0000, 0.0003, 0.0001, 0.0000, 0.0000, 0.0000, 0.0000, 0.0000, 0.0000, 0.0000, 0.0004, 0.0000, 0.0000, 0.0000, 0.0000, 0.0000, 0.0000, 0.0000, 0.0002, 0.0361, 0.0075, 0.0014, 0.0017, 0.0004, 0.0001, 0.0009, 0.0000, 0.0000, 0.0000, 0.0000, 0.0000, 0.0003, 0.0000, 0.0001], "spin_multiplicity": 6, "charge": 1, "orbital_gap_ev": [7.40, 6.79], "lumo_energy_ev": [-2.73, -3.34]}